Computed, not measured: a cluster of 5 separate species, H11O5 in total at a distorted geometry, with the ωB97M-V functional and the def2-TZVPD basis.

```
16
Properties=species:S:1:pos:R:3:forces:R:3
H 0.41600 -0.74612 0.50350 0.5 0.3 0.1
O -0.42100 -1.72312 -1.73450 1.0 1.0 -0.2
H -0.95300 -1.16712 2.24950 0.1 0.2 0.4
H 0.93800 0.67688 0.92350 -0.2 0.8 0.3
H -0.86500 -2.46612 -1.35350 -0.7 -0.5 0.2
O 0.93800 0.99288 -2.15050 -0.7 0.8 1.1
O -0.93500 -1.23012 1.29150 -0.4 -0.8 -0.2
H 1.22500 0.16288 -0.59650 0.0 0.3 -0.3
O 1.19500 -0.08812 0.36450 -0.5 -1.1 -0.2
H -0.91100 -0.91212 -1.55650 -0.3 -0.4 -0.1
H -1.38000 -2.08512 1.12750 0.3 0.5 -0.1
H 0.30400 2.69688 2.03850 0.5 1.4 0.1
H 0.99600 0.62788 -3.02250 0.2 -0.5 -0.8
O 0.06700 1.78988 2.01450 0.0 -1.5 -0.4
H 0.27200 1.70388 -2.21550 0.5 -0.4 0.0
H -0.88600 1.76688 2.11650 -0.3 0.0 0.0
```
Positions in Å, forces in eV/Å.

The energy above the lowest of the compared OMol25 structures with the same formula, charge and spin is 17.8 kcal/mol. The total energy comes out at -382.54964 Ha. The value obtained for the HOMO energy is -15.61 eV. As for the total charge: +1.


Computed, not measured: the ion C33H39O3 with charge -1 at a distorted geometry, with the ωB97M-V functional and the def2-TZVPD basis.

```
75
Properties=species:S:1:pos:R:3:forces:R:3
C 2.71993 -3.76518 1.48398 -0.1 -0.1 0.1
C -3.53334 0.80139 0.59098 -0.4 -0.4 0.0
H -3.75791 -2.16478 -0.91135 0.1 -0.1 -0.3
H 2.42222 -3.06557 2.27296 0.1 -0.1 0.0
C -2.19966 -3.65834 -1.19035 0.5 0.2 0.0
H -0.36879 0.92181 1.81265 -0.1 0.2 -0.2
C -3.39021 -2.84364 -1.69101 -0.1 0.0 0.0
H -3.11940 -2.26595 -2.58327 -0.1 0.0 0.1
C -2.61478 -4.42031 0.07264 0.1 -0.1 0.2
C -1.00017 -2.74586 -0.86820 0.6 -0.3 0.1
H 0.54272 5.63574 -1.86602 0.3 0.0 0.2
H 0.69693 5.66424 3.14871 0.3 -0.1 0.0
C 2.54711 6.34833 -1.48282 0.4 -0.1 0.1
H 3.67455 -1.25672 1.04111 0.1 0.0 -0.1
H 2.32746 7.37321 -1.78999 0.1 -0.3 0.1
C -2.34349 -0.72618 2.03975 -0.2 0.1 -0.2
C 3.11005 3.71745 -0.68598 -0.2 0.5 -0.2
C 1.41263 -2.42768 -0.19982 -0.4 -0.5 -0.1
C -1.81106 -4.67608 -2.26862 0.1 0.0 0.0
H -1.34770 5.18306 2.18688 0.3 0.0 -0.4
C -0.48601 4.82455 1.60316 0.0 -0.6 0.1
H -2.88356 -3.71697 0.87152 0.0 -0.2 -0.2
H 1.98081 -4.56915 1.42203 0.1 0.2 0.0
C 3.83864 6.00245 -1.05647 -0.2 0.0 0.0
H 3.31392 -3.55676 -1.90632 0.0 -0.1 0.1
H -4.21814 -3.51137 -1.95879 0.1 0.0 0.0
O -2.28363 3.30754 0.61594 0.8 -0.4 0.3
C 3.22575 -4.04661 -0.93027 -0.1 0.0 -0.1
C 0.26867 -3.32359 -0.40773 -0.1 0.5 0.2
H 3.70179 -4.18717 1.73126 0.0 0.0 0.1
H -1.16685 1.20855 -1.09034 0.2 0.1 0.1
C -1.10338 -1.37840 -0.91529 0.0 0.3 0.2
H 2.00339 -0.39217 0.04558 -0.2 -0.2 0.0
C -4.60554 -1.23219 1.33997 0.0 0.1 0.2
O 0.35877 -4.55250 -0.15423 0.2 -0.8 -0.2
C 3.88202 -1.96596 0.23358 0.1 0.0 0.0
C 2.79469 -3.03443 0.13804 -0.5 0.1 -0.1
H 5.12690 4.40239 -0.36613 -0.3 0.1 -0.1
H 1.63938 4.65830 2.01509 -0.3 0.1 -0.1
C 1.79732 4.06074 -1.08166 0.8 0.7 -0.1
C -0.41381 0.95463 -0.32479 0.7 -0.4 -1.4
H -2.03797 -0.91352 -1.23388 0.2 -0.1 0.1
H 3.32615 2.68561 -0.40646 0.0 0.4 0.0
C 0.78821 1.87702 -0.49064 -0.7 0.3 -0.4
H -3.44805 -2.45000 2.70552 0.0 0.2 -0.2
H 2.49641 -4.85789 -0.99839 0.1 0.2 0.0
H -2.66859 -5.32001 -2.49733 0.0 0.0 -0.1
H 4.84165 -2.44842 0.45520 -0.1 0.0 0.0
C 0.70017 3.10702 -1.02732 -0.3 -1.0 0.0
H -0.25841 3.45732 -1.43436 0.3 -0.2 0.2
H -0.98374 -5.29356 -1.90759 -0.1 0.1 -0.1
O -0.39304 3.37857 1.79939 -0.5 0.3 -0.3
H -5.46443 -1.90625 1.33017 0.2 0.2 0.1
C -1.07637 1.21025 1.01978 -0.6 0.7 1.7
H -3.47699 -5.06279 -0.14632 0.0 0.0 0.1
H 4.62877 6.75641 -1.03049 -0.3 -0.2 0.0
H -5.55637 0.28043 0.10487 0.1 -0.2 0.1
H -0.65579 5.02779 0.53598 0.0 -0.1 0.4
H -1.77275 -5.03405 0.40896 -0.2 0.1 0.0
C -4.65606 -0.03029 0.63331 0.4 0.1 0.2
C -1.35093 2.71271 1.13245 -0.5 0.3 -0.2
C 1.54436 5.38514 -1.50814 0.2 -0.5 0.2
C -3.46585 -1.55433 2.08414 0.0 0.3 0.0
C 0.81994 5.38107 2.09946 0.2 0.5 0.4
H 1.09614 6.28056 1.54329 0.0 -0.1 0.0
H 3.98825 -1.42411 -0.71279 0.0 0.0 0.1
H -1.50013 -4.15593 -3.18195 0.0 -0.1 0.0
C -2.35957 0.42348 1.24078 0.2 -0.1 0.0
C 1.18371 -1.06591 -0.20189 -0.3 0.2 0.1
C -0.07579 -0.52755 -0.49242 0.1 0.6 -0.3
H 4.20219 -4.46707 -0.65914 0.0 0.0 -0.1
H -3.56483 1.75529 0.06913 0.0 -0.5 0.0
H 1.73841 1.50813 -0.10288 -0.3 0.2 0.0
C 4.11788 4.68361 -0.67486 -0.3 0.0 -0.1
H -1.44478 -0.97955 2.60802 -0.2 0.0 -0.3
```
Positions in Å, forces in eV/Å.

The energy above the lowest of the compared OMol25 structures with the same formula, charge and spin is 0.0 kcal/mol. The total energy comes out at -1506.66438 Ha. The SMILES is CCOC(=O)[C@@H](c1ccccc1)[C@@H](/C=C/c1ccccc1)c1cc(C(C)(C)C)c([O-])c(C(C)(C)C)c1. The value obtained for the HOMO energy is -3.04 eV. As for the total charge: -1.